2 unconnected molecules or ions with the total composition C2H5NO2S at a distorted geometry. Source: OMol25; level of theory: ωB97M-V with the def2-TZVPD basis set.

Calculated values
* E_LUMO: -0.025 eV
* Kohn-Sham gap: 9.112 eV
* HOMO level: -9.14 eV
* E_tot: -682.48271 hartree
* energy relative to the best compared isomer or geometry (same formula, charge and spin): 411.9 kJ/mol

ORCA input file:
```
! RIJCOSX wB97M-V def2-TZVPD def2/J DEFGRID3
* xyz 0 1
C 0.250 -1.135 0.635
C 0.142 -0.762 -0.654
N -1.163 1.699 -0.070
O -1.817 2.613 -0.438
O -0.630 1.877 1.244
S 1.295 -1.144 -2.027
H 1.089 -1.589 1.045
H -0.643 -1.061 1.245
H -0.669 -0.096 -1.122
H -0.089 1.091 1.271
H 2.235 -1.494 -1.128
*
```

---

2 unconnected molecules or ions with the total composition C2H5NO2S2 at a distorted geometry. Source: OMol25; level of theory: ωB97M-V with the def2-TZVPD basis set.

Calculated values
* E_LUMO (spin up / spin down): -0.417 / -0.417 eV
* Kohn-Sham gap (spin up / spin down): 8.202 / 8.201 eV
* HOMO level (spin up / spin down): -8.62 / -8.62 eV
* E_tot: -1080.79500 hartree
* energy relative to the best compared isomer or geometry (same formula, charge and spin): 57.5 kJ/mol

ORCA input file:
```
! RIJCOSX wB97M-V def2-TZVPD def2/J DEFGRID3
* xyz 0 1
C 0.829 0.480 -1.593
C 0.079 -0.659 -0.930
N -1.131 -0.319 -0.599
O 0.201 1.517 -1.656
O 1.898 0.151 -2.299
S 0.707 -2.210 -0.957
S -0.302 0.738 4.074
H -1.326 0.624 -0.732
H 2.137 0.816 -2.835
H -1.696 -1.004 -0.148
H 0.247 -0.324 3.785
H -1.641 0.191 3.889
*
```

---

2 unconnected molecules or ions with the total composition C2H5NO3 at a distorted geometry. Source: OMol25; level of theory: ωB97M-V with the def2-TZVPD basis set.

Calculated values
* E_LUMO (spin up / spin down): -0.538 / -0.537 eV
* Kohn-Sham gap (spin up / spin down): 8.949 / 8.949 eV
* HOMO level (spin up / spin down): -9.49 / -9.49 eV
* E_tot: -359.50333 hartree
* energy relative to the best compared isomer or geometry (same formula, charge and spin): 540.8 kJ/mol

ORCA input file:
```
! RIJCOSX wB97M-V def2-TZVPD def2/J DEFGRID3
* xyz 0 1
C -1.419 0.127 0.270
N 0.595 -0.141 -1.658
C 1.085 -0.062 0.775
O 1.285 0.776 -1.140
O -0.246 -0.646 0.082
O 1.958 -0.828 0.963
H 1.090 -1.054 -1.572
H 0.818 0.860 1.312
H -1.554 0.336 1.336
H -2.271 -0.445 -0.098
H -1.342 1.077 -0.271
*
```

---

2 unconnected molecules or ions with the total composition C2H5NO3 at a distorted geometry. Source: OMol25; level of theory: ωB97M-V with the def2-TZVPD basis set.

Calculated values
* E_LUMO: 0.640 eV
* Kohn-Sham gap: 10.864 eV
* HOMO level: -10.22 eV
* E_tot: -359.67075 hartree
* energy relative to the best compared isomer or geometry (same formula, charge and spin): 101.3 kJ/mol

ORCA input file:
```
! RIJCOSX wB97M-V def2-TZVPD def2/J DEFGRID3
* xyz 0 1
C 1.086 0.607 0.773
N 1.831 0.245 1.933
O 1.471 0.419 -0.338
H 0.109 1.085 0.955
H 1.766 0.996 2.615
H 1.332 -0.511 2.381
O -1.494 -0.768 -0.126
C -1.325 -0.623 -1.286
O -2.374 -0.519 -2.121
H -0.338 -0.521 -1.748
H -2.064 -0.410 -3.037
*
```

---

2 unconnected molecules or ions with the total composition C2H5NO3 at a distorted geometry. Source: OMol25; level of theory: ωB97M-V with the def2-TZVPD basis set.

Calculated values
* E_LUMO: 0.468 eV
* Kohn-Sham gap: 10.067 eV
* HOMO level: -9.60 eV
* E_tot: -359.65188 hartree
* energy relative to the best compared isomer or geometry (same formula, charge and spin): 150.8 kJ/mol

ORCA input file:
```
! RIJCOSX wB97M-V def2-TZVPD def2/J DEFGRID3
* xyz 0 1
C 0.790 -0.099 0.117
N 0.456 0.192 1.400
C -1.558 -0.115 -0.847
O 0.298 -1.100 -0.485
O 2.037 0.319 -0.165
O -2.290 -0.143 0.125
H 2.311 -0.199 -0.942
H -0.727 0.772 -0.898
H 0.933 0.957 1.852
H -0.526 0.076 1.627
H -1.724 -0.661 -1.785
*
```

---

C2H5NO3 in the gas phase at a distorted geometry. Source: OMol25; level of theory: ωB97M-V with the def2-TZVPD basis set.

Calculated values
* E_LUMO: 0.564 eV
* Kohn-Sham gap: 10.132 eV
* HOMO level: -9.57 eV
* E_tot: -359.56531 hartree
* energy relative to the best compared isomer or geometry (same formula, charge and spin): 378.1 kJ/mol

ORCA input file:
```
! RIJCOSX wB97M-V def2-TZVPD def2/J DEFGRID3
* xyz 0 1
C 0.044 -0.761 -0.266
C 1.055 0.400 -0.189
H -2.652 0.328 0.407
H -1.319 1.751 0.367
H 0.432 -1.324 -1.107
H -0.167 -1.332 0.447
H 2.285 -0.933 0.644
N -1.693 0.587 0.505
O -1.180 -0.211 -0.595
O 2.281 -0.049 0.263
O 0.914 1.545 -0.475
*
```

---

2 unconnected molecules or ions with the total composition C2H5NO3 at a distorted geometry. Source: OMol25; level of theory: ωB97M-V with the def2-TZVPD basis set.

Calculated values
* E_LUMO (spin up / spin down): -2.486 / -2.487 eV
* Kohn-Sham gap (spin up / spin down): 7.775 / 7.773 eV
* HOMO level (spin up / spin down): -10.26 / -10.26 eV
* E_tot: -359.51847 hartree
* energy relative to the best compared isomer or geometry (same formula, charge and spin): 501.1 kJ/mol

ORCA input file:
```
! RIJCOSX wB97M-V def2-TZVPD def2/J DEFGRID3
* xyz 0 1
C -1.440 -0.201 0.261
C 0.668 1.238 0.338
N 1.155 -0.964 -0.945
O 1.808 1.051 -0.113
O -0.029 -0.200 0.424
O -0.011 2.188 0.603
H 2.149 -0.736 -0.900
H 1.071 -1.809 -0.374
H -1.698 -0.161 -0.800
H -1.843 -1.092 0.739
H -1.830 0.687 0.769
*
```

---

A molecular structure, C2H5NO3 at a distorted geometry. Source: OMol25; level of theory: ωB97M-V with the def2-TZVPD basis set.

Calculated values
* E_LUMO (spin up / spin down): -1.582 / -1.582 eV
* Kohn-Sham gap (spin up / spin down): 7.928 / 7.928 eV
* HOMO level (spin up / spin down): -9.51 / -9.51 eV
* E_tot: -359.55855 hartree
* energy relative to the best compared isomer or geometry (same formula, charge and spin): 395.8 kJ/mol

ORCA input file:
```
! RIJCOSX wB97M-V def2-TZVPD def2/J DEFGRID3
* xyz 0 1
C -0.475 -1.285 0.423
N 1.307 0.788 -0.389
C 1.399 -0.160 0.404
O -0.896 1.181 -1.158
O -1.355 -0.405 0.649
O 2.088 -0.845 1.086
H -1.050 2.129 -1.086
H -1.305 0.529 -0.256
H 0.847 1.679 -0.272
H -0.327 -1.614 -0.613
H -0.233 -1.999 1.212
*
```